The following is a DFT calculation (ωB97M-V/def2-TZVPD) of a molecular structure, C4H5NO.

CARTESIAN COORDINATES (ANGSTROEM)
1 N -0.75 -0.86 1.50
2 C -0.55 -0.19 0.36
3 C 0.81 0.21 -0.13
4 C 0.48 0.74 -1.50
5 C -0.80 0.87 -1.88
6 O -1.50 0.16 -0.36
7 H -1.69 -1.13 1.74
8 H 0.01 -1.25 2.03
9 H 1.52 -0.62 -0.10
10 H 1.26 1.07 -2.19
11 H 1.21 1.00 0.53

Properties
- ΔE to the lowest compared entry with this formula, charge and spin: 3.016 eV
- Orbital gap: 9.10 eV
- Multiplicity: 1
- Total charge: 0

Calculated atomic charges, method Mulliken, unit e: -0.375 0.553 -0.347 -0.390 -0.437 -0.377 0.255 0.203 0.315 0.340 0.260

The following is a DFT calculation (ωB97M-V/def2-TZVPD) of a molecular structure, C9H4I2MoN6O.

CARTESIAN COORDINATES (ANGSTROEM)
1 Mo 1.24 0.50 -0.04
2 I -1.20 -1.91 -0.80
3 C 0.85 -1.39 -1.08
4 I 3.05 1.50 -1.64
5 H 1.00 -1.28 -2.15
6 H 1.48 -2.18 -0.68
7 N -0.19 1.56 -0.67
8 C -0.98 2.39 -1.01
9 C -1.84 3.33 -1.43
10 C -3.07 3.58 -0.76
11 N -4.08 3.75 -0.25
12 C -1.50 4.09 -2.59
13 N -1.21 4.72 -3.51
14 N -0.89 -0.91 3.57
15 C 0.11 -0.46 2.85
16 O -0.04 -0.10 1.64
17 C 1.45 -0.35 3.51
18 C 1.64 -0.50 4.90
19 N 1.73 -0.61 6.04
20 C 2.31 -0.10 2.52
21 N 2.47 0.07 1.35
22 H -1.82 -0.97 3.17
23 H -0.77 -1.20 4.53

Properties
- Orbital gap (spin up / spin down): 4.53 / 4.55 eV
- Multiplicity: 1
- Total charge: +2

Calculated atomic charges, method Mulliken, unit e: 0.541 0.272 -0.603 0.453 0.443 0.398 -0.146 0.345 0.538 -0.097 -0.174 -0.126 -0.173 -0.309 0.999 -0.537 -0.050 -0.246 -0.229 0.723 -0.530 0.284 0.224

The following is a DFT calculation (ωB97M-V/def2-TZVPD) of 14 unconnected molecules or ions with the total composition C56H112O14.

CARTESIAN COORDINATES (ANGSTROEM)
1 C 1.70 -5.19 -4.37
2 C 0.57 -4.17 -4.74
3 C 0.68 -3.11 -3.58
4 O 0.90 -3.92 -2.44
5 C 1.71 -5.06 -2.85
6 H 2.61 -4.81 -4.82
7 H 1.51 -6.19 -4.78
8 H -0.42 -4.62 -4.69
9 H 0.74 -3.68 -5.70
10 H -0.21 -2.50 -3.48
11 H 1.51 -2.42 -3.74
12 H 1.31 -5.96 -2.40
13 H 2.74 -4.89 -2.52
14 C -0.80 -0.18 4.72
15 C -1.13 -1.31 3.67
16 C 0.15 -2.16 3.61
17 O 0.98 -1.69 4.67
18 C 0.23 -0.93 5.60
19 H -1.67 0.23 5.24
20 H -0.33 0.67 4.21
21 H -1.38 -0.91 2.69
22 H -1.94 -1.93 4.04
23 H 0.68 -2.07 2.66
24 H -0.01 -3.24 3.70
25 H 0.92 -0.31 6.18
26 H -0.21 -1.57 6.38
27 C 5.00 -1.38 -1.88
28 C 4.39 -1.23 -3.28
29 C 4.79 -2.54 -4.03
30 O 5.11 -3.49 -3.02
31 C 5.77 -2.70 -2.03
32 H 4.24 -1.52 -1.09
33 H 5.74 -0.64 -1.57
34 H 4.79 -0.36 -3.81
35 H 3.31 -1.10 -3.19
36 H 5.69 -2.34 -4.60
37 H 4.03 -2.97 -4.68
38 H 6.79 -2.51 -2.35
39 H 5.91 -3.30 -1.13
40 C -4.72 -0.64 -3.26
41 C -6.24 -0.81 -3.66
42 C -6.71 -2.01 -2.80
43 O -5.52 -2.57 -2.32
44 C -4.39 -2.09 -2.97
45 H -4.57 -0.09 -2.33
46 H -4.09 -0.14 -4.01
47 H -6.32 -1.03 -4.73
48 H -6.86 0.07 -3.53
49 H -7.31 -2.66 -3.43
50 H -7.36 -1.63 -2.01
51 H -4.15 -2.59 -3.91
52 H -3.54 -2.24 -2.31
53 C -1.48 -5.10 1.32
54 C -2.54 -4.02 1.54
55 C -3.08 -3.83 0.09
56 O -2.03 -4.25 -0.76
57 C -0.93 -4.82 -0.08
58 H -1.98 -6.08 1.29
59 H -0.71 -5.07 2.09
60 H -2.03 -3.09 1.77
61 H -3.29 -4.31 2.29
62 H -3.31 -2.79 -0.11
63 H -4.00 -4.41 -0.07
64 H -0.10 -4.12 -0.04
65 H -0.66 -5.76 -0.57
66 C 3.64 4.16 -2.11
67 C 2.83 3.07 -1.34
68 C 3.11 1.78 -2.24
69 O 3.38 2.26 -3.59
70 C 3.41 3.70 -3.56
71 H 4.71 4.16 -1.90
72 H 3.29 5.18 -1.93
73 H 1.76 3.29 -1.38
74 H 3.24 2.93 -0.34
75 H 2.21 1.14 -2.22
76 H 4.04 1.33 -1.86
77 H 2.45 4.12 -3.88
78 H 4.13 4.13 -4.26
79 C -4.65 -0.17 1.85
80 C -5.53 -1.39 2.16
81 C -6.13 -1.66 0.74
82 O -6.40 -0.39 0.19
83 C -5.43 0.50 0.72
84 H -3.69 -0.53 1.48
85 H -4.49 0.50 2.71
86 H -6.31 -1.20 2.90
87 H -4.95 -2.25 2.51
88 H -6.98 -2.34 0.72
89 H -5.43 -2.27 0.15
90 H -5.97 1.37 1.12
91 H -4.79 0.87 -0.07
92 C -0.22 1.86 -6.01
93 C -1.40 1.63 -5.04
94 C -0.77 0.79 -4.00
95 O 0.10 -0.13 -4.64
96 C 0.68 0.58 -5.76
97 H 0.32 2.78 -5.81
98 H -0.55 1.84 -7.05
99 H -2.18 1.13 -5.60
100 H -1.77 2.58 -4.64
101 H -1.49 0.28 -3.37
102 H -0.16 1.36 -3.29
103 H 0.64 -0.08 -6.62
104 H 1.72 0.81 -5.52
105 C -3.83 3.89 1.75
106 C -2.48 3.54 2.35
107 C -2.84 3.34 3.83
108 O -4.17 2.84 3.81
109 C -4.87 3.60 2.82
110 H -4.01 3.29 0.86
111 H -3.88 4.90 1.35
112 H -1.72 4.31 2.22
113 H -2.08 2.61 1.97
114 H -2.75 4.30 4.34
115 H -2.16 2.74 4.43
116 H -5.33 4.45 3.33
117 H -5.70 3.01 2.42
118 C 3.18 0.83 3.40
119 C 4.22 0.61 4.51
120 C 4.74 -0.82 4.20
121 O 4.84 -0.86 2.78
122 C 3.71 -0.13 2.29
123 H 2.99 1.87 3.11
124 H 2.16 0.58 3.72
125 H 3.79 0.67 5.51
126 H 5.02 1.33 4.42
127 H 4.04 -1.60 4.51
128 H 5.70 -1.14 4.61
129 H 2.89 -0.82 2.06
130 H 3.97 0.43 1.39
131 C 0.49 4.86 5.10
132 C 0.93 5.86 3.95
133 C 1.54 4.95 2.87
134 O 0.89 3.71 3.04
135 C 0.84 3.51 4.43
136 H -0.54 5.03 5.42
137 H 1.13 5.00 5.97
138 H 1.61 6.65 4.26
139 H 0.06 6.36 3.52
140 H 2.62 4.79 2.86
141 H 1.34 5.32 1.85
142 H 1.85 3.19 4.73
143 H 0.18 2.68 4.68
144 C -0.85 6.45 -1.06
145 C -2.21 5.82 -1.42
146 C -1.83 4.64 -2.30
147 O -0.41 4.68 -2.53
148 C 0.10 5.30 -1.36
149 H -0.75 6.77 -0.03
150 H -0.58 7.35 -1.60
151 H -2.88 6.49 -1.95
152 H -2.75 5.46 -0.55
153 H -2.30 4.57 -3.28
154 H -2.09 3.66 -1.89
155 H 1.13 5.58 -1.54
156 H 0.06 4.60 -0.52
157 C 2.86 -4.24 1.82
158 C 4.18 -3.77 1.20
159 C 5.25 -4.22 2.23
160 O 4.62 -5.08 3.20
161 C 3.29 -4.61 3.25
162 H 2.45 -5.13 1.35
163 H 2.08 -3.46 1.85
164 H 4.16 -2.68 1.17
165 H 4.32 -4.24 0.24
166 H 5.70 -3.38 2.75
167 H 6.09 -4.74 1.77
168 H 3.29 -3.76 3.96
169 H 2.71 -5.39 3.74
170 C -0.77 0.69 -0.10
171 C -0.56 -0.77 -0.38
172 C 1.02 -0.88 -0.46
173 O 1.59 0.31 0.14
174 C 0.49 1.01 0.69
175 H -1.68 0.92 0.47
176 H -0.82 1.27 -1.03
177 H -1.02 -1.20 -1.27
178 H -0.88 -1.32 0.52
179 H 1.38 -0.99 -1.48
180 H 1.38 -1.76 0.08
181 H 0.70 2.08 0.62
182 H 0.32 0.69 1.72

Properties
- ΔE to the lowest compared entry with this formula, charge and spin: 0.618 eV
- Orbital gap: 9.61 eV
- Multiplicity: 1
- Total charge: 0

Results of the Mulliken charge analysis, in e, for atoms 1 through 99: -0.745 -0.711 0.212 0.187 -0.356 0.138 0.369 0.372 0.400 -0.041 -0.448 0.336 0.153 0.691 0.308 0.806 -0.479 -0.824 0.666 -0.981 -0.725 0.467 -0.915 0.292 0.369 0.298 0.288 0.719 -0.482 -0.433 -0.678 -0.588 0.535 0.231 -0.711 0.361 0.184 0.326 0.293 0.599 -0.900 -0.293 -0.383 0.149 -0.380 0.088 0.344 0.354 0.345 0.155 0.299 -0.426 -0.865 0.626 0.218 -0.436 0.374 0.336 0.290 -0.817 0.606 -0.653 0.410 -0.345 0.298 -0.717 0.720 0.611 -0.492 -0.493 0.334 0.346 -0.665 0.296 -0.518 -0.083 0.127 0.436 0.977 -0.768 -0.106 -0.481 0.154 -0.955 0.329 0.333 0.251 0.474 -0.099 -0.165 0.026 -0.764 -0.230 1.034 -0.130 -0.507 0.163 0.428 0.418

The following is a DFT calculation (ωB97M-V/def2-TZVPD) of a molecular structure, C20H19F5MnN9Se.

CARTESIAN COORDINATES (ANGSTROEM)
1 Mn -0.90 0.26 0.22
2 C -2.01 -1.80 2.66
3 C -0.79 -1.83 1.76
4 C -0.80 -2.55 0.54
5 C -2.08 -3.13 0.00
6 C 0.40 -2.70 -0.17
7 C 0.42 -3.52 -1.44
8 C 1.57 -2.07 0.27
9 C 2.79 -2.12 -0.62
10 C 1.58 -1.37 1.47
11 C 2.84 -0.74 2.02
12 C 0.40 -1.24 2.22
13 C 0.42 -0.52 3.54
14 H -2.49 -0.82 2.68
15 H -1.72 -2.04 3.68
16 H -2.76 -2.52 2.35
17 H -2.11 -3.03 -1.09
18 H -2.95 -2.61 0.38
19 H -2.17 -4.19 0.23
20 H 0.32 -2.87 -2.31
21 H -0.38 -4.25 -1.46
22 H 1.36 -4.06 -1.53
23 H 2.51 -2.07 -1.67
24 H 3.36 -3.05 -0.47
25 H 3.47 -1.29 -0.44
26 H 2.82 0.35 1.90
27 H 3.73 -1.12 1.53
28 H 2.94 -0.94 3.09
29 H -0.55 -0.10 3.80
30 H 1.12 0.31 3.54
31 H 0.71 -1.21 4.34
32 N 1.86 2.17 -0.49
33 C 1.51 1.23 -1.43
34 N 2.22 1.01 -2.52
35 N 1.53 0.03 -3.17
36 N 0.48 -0.30 -2.51
37 N 0.43 0.45 -1.37
38 C 1.22 2.44 0.70
39 N 1.69 3.30 1.58
40 N 0.76 3.29 2.58
41 N -0.19 2.47 2.31
42 N 0.09 1.88 1.11
43 H 2.73 2.66 -0.65
44 F -4.53 4.12 4.44
45 C -4.27 3.30 3.41
46 C -3.47 3.73 2.37
47 F -2.97 4.96 2.39
48 C -3.21 2.88 1.31
49 F -2.46 3.36 0.33
50 C -3.72 1.59 1.26
51 Se -3.33 0.42 -0.21
52 C -4.53 1.20 2.32
53 F -5.08 -0.02 2.35
54 C -4.80 2.03 3.38
55 F -5.58 1.62 4.39

Properties
- Orbital gap (spin up / spin down): 8.03 / 8.10 eV
- Multiplicity: 6
- Total charge: -1
- ⟨S²⟩: 8.758

Calculated atomic charges, method Mulliken, unit e: 0.489 -2.146 -0.382 2.183 -2.690 1.046 -2.573 1.597 -2.939 0.537 -2.305 2.375 -2.563 0.306 0.451 0.450 0.491 0.461 0.363 0.349 0.541 0.447 0.586 0.440 0.502 0.299 0.497 0.449 0.399 0.625 0.372 -0.072 0.500 -0.554 -0.671 -0.389 0.478 0.317 -0.513 -0.817 -0.302 0.864 0.223 -0.326 0.522 0.235 -0.328 0.255 -0.427 0.050 -0.461 0.225 -0.392 0.244 -0.320

The following is a DFT calculation (ωB97M-V/def2-TZVPD) of 2 unconnected molecules or ions with the total composition C30H38F6N2O4.

CARTESIAN COORDINATES (ANGSTROEM)
1 C 3.23 -2.19 3.85
2 C 2.03 -1.26 3.70
3 C 1.64 -1.14 2.24
4 C 0.54 -0.11 1.99
5 C -0.72 -0.31 2.77
6 C -1.29 0.85 3.35
7 O -2.21 0.99 4.20
8 O -0.66 1.96 2.94
9 C -1.22 3.25 3.37
10 C -0.27 4.31 2.86
11 C -1.43 -1.53 2.46
12 O -2.52 -1.97 2.88
13 O -0.79 -2.29 1.56
14 C -1.47 -3.55 1.33
15 C -0.68 -4.29 0.28
16 H 3.51 -2.27 4.91
17 H 2.99 -3.19 3.48
18 H 4.09 -1.81 3.28
19 H 1.17 -1.62 4.28
20 H 2.27 -0.27 4.10
21 H 2.51 -0.84 1.64
22 H 1.30 -2.11 1.86
23 H 0.91 0.89 2.23
24 H 0.29 -0.13 0.92
25 H -2.21 3.36 2.91
26 H -1.30 3.27 4.46
27 H -0.67 5.30 3.11
28 H 0.71 4.23 3.34
29 H -0.14 4.25 1.78
30 H -1.51 -4.12 2.27
31 H -2.49 -3.35 0.98
32 H -1.18 -5.24 0.08
33 H -0.64 -3.71 -0.64
34 H 0.34 -4.51 0.62
35 C -3.01 -0.21 11.53
36 N -2.02 -0.65 10.57
37 C -0.72 -1.02 11.10
38 C 0.20 0.17 11.04
39 F 1.43 -0.05 11.57
40 F 0.37 0.57 9.73
41 F -0.35 1.25 11.69
42 C -2.28 -0.61 9.24
43 C -1.45 -1.26 8.28
44 C -1.76 -1.20 6.94
45 C -2.87 -0.46 6.47
46 C -3.20 -0.47 5.07
47 C -4.54 -0.24 4.54
48 C -4.64 0.02 3.16
49 C -5.75 0.61 2.61
50 C -6.92 0.75 3.40
51 N -7.96 1.50 2.95
52 C -7.81 2.47 1.88
53 C -9.33 1.29 3.39
54 C -9.77 2.26 4.45
55 F -11.04 2.72 4.24
56 F -9.75 1.68 5.69
57 F -8.96 3.37 4.53
58 C -6.93 0.19 4.71
59 C -5.75 -0.28 5.27
60 C -3.66 0.23 7.42
61 C -3.39 0.13 8.77
62 H -4.00 -0.62 11.27
63 H -2.73 -0.58 12.52
64 H -3.08 0.89 11.56
65 H -0.85 -1.26 12.16
66 H -0.26 -1.84 10.53
67 H -0.59 -1.83 8.61
68 H -1.14 -1.73 6.21
69 H -2.61 -1.17 4.48
70 H -3.81 -0.25 2.51
71 H -5.71 0.98 1.59
72 H -6.74 2.65 1.69
73 H -8.29 2.10 0.96
74 H -8.28 3.42 2.17
75 H -9.99 1.45 2.53
76 H -9.44 0.29 3.81
77 H -7.85 0.22 5.29
78 H -5.78 -0.67 6.29
79 H -4.49 0.85 7.09
80 H -4.04 0.65 9.47

Properties
- Orbital gap: 6.71 eV
- Multiplicity: 1
- Total charge: 0

Calculated atomic charges, method Mulliken, unit e: -1.390 0.242 -0.441 -0.993 1.047 0.079 -0.544 -0.345 -0.122 -1.280 0.432 -0.846 -0.310 -0.162 -1.241 0.396 0.295 0.334 -0.096 0.248 0.501 0.022 0.258 0.259 0.241 0.294 0.427 0.295 0.307 0.271 0.272 0.427 0.279 0.289 -1.220 0.058 -1.075 1.082 -0.281 -0.238 -0.279 1.533 -0.746 -0.662 -0.062 0.315 -0.222 -0.299 -1.415 1.522 0.150 -1.077 -1.500 1.169 -0.295 -0.277 -0.278 -0.378 -0.989 -1.014 -0.796 0.448 0.301 0.359 0.350 0.307 0.207 0.428 0.444 0.275 0.457 0.379 0.330 0.304 0.449 0.527 0.406 0.707 0.734 0.417

The following is a DFT calculation (ωB97M-V/def2-TZVPD) of C20H30N2O2 in the gas phase.

CARTESIAN COORDINATES (ANGSTROEM)
1 C -6.72 -1.43 -1.31
2 C -6.34 -1.16 -0.13
3 C -7.31 -0.09 0.60
4 C -6.34 -2.16 0.88
5 C -5.06 -0.39 0.00
6 C -3.99 -0.88 0.82
7 C -2.70 -0.09 0.45
8 C -2.57 1.05 -0.32
9 C -1.24 1.83 -0.31
10 C -0.12 1.48 0.16
11 C 1.00 2.31 0.17
12 O 1.11 3.13 -0.67
13 N 2.13 1.95 0.86
14 C 3.39 2.74 0.77
15 C 4.40 1.91 -0.28
16 C 4.80 0.65 0.65
17 N 6.05 0.24 -0.40
18 C 6.96 -0.77 0.68
19 C 6.31 -2.39 0.83
20 O 6.04 -2.84 -0.32
21 C 5.31 -2.06 -1.19
22 C 5.80 -0.63 -1.55
23 C -3.59 1.43 -0.94
24 C -4.90 1.03 -0.83
25 H -6.70 -0.60 -2.08
26 H -5.87 -2.03 -1.82
27 H -7.68 -1.97 -1.39
28 H -7.35 0.74 -0.05
29 H -7.08 0.45 1.45
30 H -8.51 -0.39 0.68
31 H -5.65 -2.92 0.53
32 H -7.18 -2.59 0.84
33 H -6.05 -2.02 2.05
34 H -3.81 -1.69 1.27
35 H -1.95 -0.44 1.06
36 H -1.31 2.44 -1.00
37 H -0.09 0.64 1.03
38 H 2.24 1.29 1.30
39 H 3.28 3.56 0.31
40 H 3.69 2.96 1.89
41 H 5.22 2.62 -0.16
42 H 4.01 1.84 -1.11
43 H 4.00 -0.06 0.48
44 H 4.99 0.93 1.62
45 H 7.02 -0.32 1.50
46 H 7.86 -0.84 0.48
47 H 7.02 -2.69 1.35
48 H 5.37 -1.96 1.40
49 H 5.25 -2.43 -2.27
50 H 4.23 -2.06 -0.83
51 H 5.17 0.03 -2.01
52 H 6.77 -0.78 -1.96
53 H -3.51 2.17 -1.67
54 H -5.78 1.31 -1.51

Properties
- ΔE to the lowest compared entry with this formula, charge and spin: 21.466 eV
- Orbital gap: 8.27 eV
- Multiplicity: 1
- Total charge: 0

Calculated atomic charges, method Mulliken, unit e: -1.692 2.644 -1.501 -2.485 0.333 -1.259 -0.753 1.211 -1.235 -0.054 0.711 -0.617 -0.101 -1.175 -0.860 -0.648 -0.222 -1.709 -0.542 -0.358 -0.371 -0.799 -0.293 -0.827 0.272 0.320 0.392 0.512 0.469 0.241 0.495 0.771 0.238 0.623 0.246 0.678 -0.022 0.060 0.676 0.301 0.180 0.845 0.204 0.522 0.778 0.839 0.611 0.235 0.286 0.315 0.492 0.377 0.385 0.259

The following is a DFT calculation (ωB97M-V/def2-TZVPD) of a molecular structure, C16H16Cl4F2O.

CARTESIAN COORDINATES (ANGSTROEM)
1 C -7.32 8.73 16.53
2 Cl -6.21 8.93 17.78
3 Cl -6.82 7.25 15.61
4 Cl -8.88 8.48 17.36
5 Cl -7.41 10.20 15.48
6 C -3.29 13.42 16.69
7 C -4.28 12.30 16.65
8 O -4.10 11.22 16.11
9 C -5.62 12.54 17.27
10 H -2.77 13.39 15.73
11 H -2.62 13.27 17.54
12 H -3.93 14.29 16.83
13 H -5.54 13.07 18.22
14 H -6.15 11.61 17.43
15 H -6.17 13.18 16.58
16 F -2.11 14.20 21.28
17 C -3.12 13.36 20.99
18 C -2.86 12.35 20.08
19 C -3.87 11.39 19.85
20 C -5.13 11.48 20.44
21 C -5.37 12.56 21.31
22 C -4.34 13.45 21.62
23 H -1.83 12.27 19.78
24 H -3.60 10.57 19.21
25 H -5.85 10.74 20.15
26 H -6.37 12.57 21.72
27 H -4.51 14.19 22.39
28 F -12.82 7.35 10.93
29 C -11.98 7.22 11.99
30 C -11.21 8.31 12.41
31 C -10.33 8.19 13.48
32 C -10.40 7.01 14.27
33 C -11.27 5.95 13.91
34 C -12.03 6.09 12.77
35 H -11.33 9.24 11.88
36 H -9.58 8.94 13.63
37 H -9.67 6.83 15.05
38 H -11.35 5.05 14.50
39 H -12.72 5.27 12.62

Properties
- Orbital gap (spin up / spin down): 6.53 / 2.27 eV
- Multiplicity: 2
- Total charge: +1
- ⟨S²⟩: 0.767

Calculated atomic charges, method Mulliken, unit e: 0.383 -0.055 -0.115 -0.111 -0.100 -0.977 0.889 -0.582 -0.713 0.368 0.149 0.320 0.333 -0.195 0.429 -0.312 0.565 -0.723 -0.102 -0.512 -0.387 -0.525 0.547 0.322 0.317 0.390 0.419 -0.178 0.275 -0.305 -0.178 0.221 -0.552 -0.161 0.439 0.309 0.271 0.425 0.408